Record 1
A structure of composition C3H5F3P, computed with ωB97M-V/def2-TZVPD.

ΔE to the lowest compared entry with this formula, charge and spin: 3.202 eV
HOMO: -16.33 eV
Strongest force on any atom: 0.1196 hartree/bohr
Charge: +1

XYZ file:
```
12
Properties=species:S:1:pos:R:3:forces:R:3:nbo_charge:R:1
C 0.765 0.048 -0.430 -3.20 1.78 1.28 0.098
C -0.279 -0.182 0.458 -0.18 0.52 -0.92 -0.703
C 2.153 -0.051 -0.103 2.57 -1.48 0.95 -0.728
F -2.506 -0.003 -1.453 1.42 0.46 2.76 -0.477
F -2.670 -1.098 0.687 -1.00 -0.06 0.82 -0.483
F -3.215 1.739 0.465 3.74 -4.82 -0.81 -0.459
P -2.018 0.091 0.060 -2.41 3.24 -2.49 2.351
H 0.449 0.525 -1.338 0.10 -0.04 -0.69 0.233
H -0.257 -0.602 1.478 0.27 0.32 -0.49 0.302
H 2.193 -0.999 0.474 0.53 0.30 -0.04 0.266
H 2.512 0.726 0.682 -0.69 -0.92 -1.57 0.315
H 2.872 -0.195 -0.980 -1.14 0.69 1.21 0.285
```
Positions in Å, forces in eV/Å.


Record 2
A structure of composition C25H35AsN4SZr, computed with ωB97M-V/def2-TZVPD.

ΔE to the lowest compared entry with this formula, charge and spin: 0.000 eV
HOMO: -13.31 eV
Strongest force on any atom: 0.0073 hartree/bohr
Charge: +2

XYZ file:
```
67
Properties=species:S:1:pos:R:3:forces:R:3:nbo_charge:R:1
Zr -0.039 -0.452 -0.217 0.08 0.30 -0.21 2.227
C -1.327 -1.869 2.512 0.06 -0.04 0.05 -0.399
C -0.581 -2.910 1.674 -0.01 0.02 0.04 -0.404
C -1.307 -3.288 0.398 0.00 0.01 -0.04 -0.236
N -1.094 -2.254 -0.624 -0.05 -0.07 0.12 -0.810
C -1.525 -2.525 -1.891 0.02 0.05 0.00 0.287
C -2.315 -3.640 -2.156 -0.01 -0.01 -0.02 -0.244
C -2.794 -4.178 -3.347 0.00 0.00 0.00 -0.118
C -2.553 -3.784 -4.644 0.00 0.00 0.02 -0.185
C -1.787 -2.693 -5.028 0.00 0.00 -0.01 -0.112
C -1.178 -1.721 -4.258 -0.03 -0.01 -0.02 -0.235
C -1.102 -1.536 -2.866 -0.03 -0.05 -0.01 0.220
N -0.544 -0.423 -2.334 0.03 0.01 0.06 -0.743
C -0.228 0.658 -3.271 -0.01 -0.01 0.04 -0.236
C 0.025 1.971 -2.562 0.00 -0.02 0.07 -0.395
C -1.046 2.306 -1.531 0.06 0.00 -0.07 -0.236
N -0.778 1.595 -0.277 0.05 -0.16 0.05 -0.755
C -1.067 2.228 0.885 0.01 0.00 0.02 0.211
C -1.934 3.329 0.924 -0.03 0.03 0.02 -0.237
C -2.301 4.178 1.955 -0.01 0.00 -0.04 -0.113
C -1.893 4.197 3.278 0.02 -0.02 0.01 -0.190
C -1.049 3.282 3.875 -0.01 0.02 0.01 -0.120
C -0.449 2.148 3.341 -0.02 -0.01 -0.01 -0.264
C -0.452 1.612 2.053 -0.02 0.03 -0.03 0.294
N 0.181 0.451 1.745 -0.09 -0.07 -0.07 -0.820
C 0.693 -0.393 2.823 0.02 -0.01 0.08 -0.243
C -0.431 -1.160 3.525 -0.02 -0.02 -0.04 -0.418
H -2.153 -2.364 3.024 0.00 0.01 0.01 0.249
H -1.811 -1.121 1.866 -0.02 0.00 0.01 0.195
H -0.411 -3.799 2.284 0.00 -0.01 -0.01 0.255
H 0.438 -2.585 1.401 0.00 0.01 0.01 0.189
H -2.374 -3.415 0.611 0.00 0.00 0.01 0.207
H -0.927 -4.243 0.024 0.00 0.00 0.01 0.218
H -2.631 -4.195 -1.286 0.01 0.01 0.01 0.230
H -3.421 -5.053 -3.225 0.00 0.00 0.00 0.238
H -2.986 -4.383 -5.434 0.00 0.00 0.00 0.242
H -1.661 -2.563 -6.097 0.00 0.00 0.00 0.237
H -0.662 -0.978 -4.846 0.00 0.00 0.01 0.231
H -1.074 0.804 -3.949 0.01 0.00 -0.01 0.208
H 0.644 0.393 -3.877 -0.01 0.00 -0.02 0.211
H 0.067 2.758 -3.315 0.00 0.00 0.00 0.245
H 0.999 1.964 -2.060 0.01 0.00 -0.01 0.199
H -2.039 2.064 -1.925 -0.01 0.04 0.01 0.211
H -1.009 3.381 -1.350 -0.01 0.00 0.00 0.214
H -2.430 3.549 -0.010 0.01 -0.01 -0.01 0.233
H -3.011 4.946 1.671 0.00 0.00 0.01 0.239
H -2.286 4.987 3.903 0.00 0.00 0.00 0.243
H -0.840 3.449 4.925 0.00 0.00 0.00 0.237
H 0.122 1.588 4.068 0.00 0.00 -0.01 0.223
H 1.284 0.184 3.540 0.00 -0.02 0.03 0.209
H 1.403 -1.101 2.386 -0.01 0.01 -0.03 0.208
H -1.033 -0.478 4.128 0.00 -0.01 0.00 0.225
H 0.008 -1.888 4.211 0.01 0.01 0.00 0.233
C 4.328 -0.034 1.889 -0.02 -0.02 0.01 -0.959
As 3.706 0.612 0.196 0.03 0.03 0.02 1.511
C 2.902 2.334 0.439 0.03 0.01 0.05 -0.959
C 5.213 0.824 -0.962 0.01 0.01 0.00 -0.954
S 2.425 -0.847 -0.741 -0.02 -0.01 -0.04 -0.584
H 5.110 0.622 2.269 0.00 0.03 -0.04 0.268
H 4.722 -1.039 1.747 0.00 0.00 0.01 0.272
H 3.494 -0.057 2.586 0.02 -0.02 0.02 0.253
H 3.618 2.964 0.967 0.00 0.00 -0.01 0.268
H 1.992 2.229 1.026 -0.01 -0.01 -0.02 0.261
H 2.682 2.767 -0.534 -0.02 -0.01 -0.01 0.262
H 5.900 1.542 -0.515 0.01 -0.01 -0.01 0.265
H 4.868 1.189 -1.927 0.00 0.00 0.00 0.267
H 5.707 -0.137 -1.088 -0.01 -0.01 0.00 0.272
```
Positions in Å, forces in eV/Å.


Record 3
A cluster of 2 separate species, C3H5NO2 in total, computed with ωB97M-V/def2-TZVPD.

ΔE to the lowest compared entry with this formula, charge and spin: 3.293 eV
HOMO: -10.17 eV
Strongest force on any atom: 0.0563 hartree/bohr

XYZ file:
```
11
Properties=species:S:1:pos:R:3:forces:R:3:nbo_charge:R:1
C -1.554 -0.811 -0.200 -0.14 0.97 -0.01 0.562
C 2.267 -1.192 0.078 1.14 2.55 -0.77 0.273
C -1.187 1.466 0.015 0.57 2.74 0.61 -0.262
N -1.210 -1.893 -0.018 0.08 -0.32 0.05 -0.430
O 1.647 -0.381 -0.543 -1.06 0.70 -0.70 -0.516
O -1.999 0.392 -0.400 -0.73 -1.11 -0.84 -0.488
H 1.823 -2.081 0.362 -0.71 -2.32 0.88 0.134
H 3.286 -0.871 0.298 0.57 -0.83 0.57 0.110
H -0.225 1.545 -0.596 -1.21 -0.38 1.14 0.220
H -1.079 1.348 1.120 0.66 0.24 -0.87 0.193
H -1.769 2.478 -0.116 0.83 -2.24 -0.06 0.204
```
Positions in Å, forces in eV/Å.


Record 4
A cluster of 2 separate species, C5H13NO in total, computed with ωB97M-V/def2-TZVPD.

ΔE to the lowest compared entry with this formula, charge and spin: 1.691 eV
HOMO: -7.68 eV
Strongest force on any atom: 0.0358 hartree/bohr

XYZ file:
```
20
Properties=species:S:1:pos:R:3:forces:R:3:nbo_charge:R:1
C -0.004 -1.969 -1.112 -0.42 -0.41 -0.92 -0.414
N -0.490 -2.007 0.244 -0.03 1.84 0.04 -0.604
C -0.596 -0.723 0.855 1.00 -0.51 1.07 0.178
C 0.200 0.315 0.545 -0.36 0.42 -1.13 -0.308
C 0.559 1.449 1.477 -0.49 -0.21 0.29 -0.638
C -1.514 -0.650 2.047 -0.21 -0.10 0.49 -0.659
H 0.989 -1.528 -1.190 0.08 -0.08 0.36 0.200
H -0.648 -1.355 -1.794 0.26 -0.47 0.39 0.172
H 0.076 -2.989 -1.502 -0.13 0.20 0.00 0.203
H -1.236 -2.646 0.457 -0.20 0.09 -0.27 0.377
H 0.639 0.370 -0.453 0.33 -0.30 0.43 0.195
H 0.821 2.414 1.044 0.09 -0.27 -0.55 0.215
H 1.445 1.080 2.021 -0.37 0.48 0.29 0.213
H -0.278 1.696 2.144 0.47 -0.25 0.18 0.207
H -1.733 -1.628 2.474 -0.15 -0.19 -0.26 0.209
H -1.167 -0.073 2.922 0.13 -0.04 -0.72 0.229
H -2.443 -0.185 1.690 0.00 -0.20 0.32 0.223
H 2.425 2.541 -4.348 0.20 -0.49 -0.31 0.469
H 1.055 2.735 -3.675 -0.01 -0.16 -0.06 0.470
O 1.901 3.154 -3.846 -0.20 0.64 0.37 -0.939
```
Positions in Å, forces in eV/Å.


Record 5
A structure of composition C8H19N2O, computed with ωB97M-V/def2-TZVPD.

ΔE to the lowest compared entry with this formula, charge and spin: 2.448 eV
HOMO: -11.94 eV
Strongest force on any atom: 0.0932 hartree/bohr
Charge: +1

XYZ file:
```
30
Properties=species:S:1:pos:R:3:forces:R:3:nbo_charge:R:1
C 0.860 -0.629 0.977 -1.60 -0.60 -1.93 -0.247
C 0.604 -2.233 0.877 0.60 0.33 3.90 -0.244
C 0.349 -1.671 -1.482 1.98 2.32 2.61 -0.231
C -0.297 -0.334 -1.108 -2.08 1.35 -2.43 -0.113
C -1.834 -0.455 -1.485 0.09 -1.11 -0.61 -0.633
C 1.381 2.161 0.521 0.28 0.72 -2.54 -0.680
C -0.848 2.171 1.639 -1.69 0.54 1.32 -0.684
C -0.068 1.924 0.372 -0.49 -3.66 3.06 0.540
N -0.265 0.075 0.255 1.99 0.28 2.10 -0.562
N -0.053 -2.586 -0.343 2.69 1.44 -2.30 -0.479
O -0.662 2.332 -0.724 1.99 1.35 -1.86 -0.671
H 0.806 -0.248 1.969 0.32 -0.29 0.97 0.232
H 1.823 -0.352 0.500 -0.17 -0.61 0.50 0.187
H 1.534 -2.808 0.916 0.11 0.48 -0.04 0.226
H -0.059 -2.781 1.691 1.33 1.85 -1.11 0.233
H 0.068 -2.053 -2.394 -1.10 -0.83 -1.92 0.235
H 1.472 -1.526 -1.547 -1.14 -0.77 0.64 0.237
H 0.106 0.501 -1.748 0.01 -0.98 0.15 0.226
H -2.461 -0.132 -0.637 0.27 -0.38 -0.32 0.231
H -2.067 -1.541 -1.786 -0.09 1.44 0.58 0.183
H -2.125 0.134 -2.361 0.22 -0.05 0.07 0.236
H 1.827 1.780 -0.463 0.16 0.84 1.53 0.225
H 1.801 1.749 1.411 0.14 -0.78 0.30 0.236
H 1.510 3.237 0.687 0.20 -0.01 -0.66 0.257
H -1.877 1.807 1.434 0.42 0.15 0.28 0.220
H -1.000 3.286 1.917 0.75 -1.70 -0.57 0.249
H -0.516 1.590 2.560 -0.08 0.85 -1.34 0.236
H 0.232 -3.483 -0.593 0.12 -2.23 -0.43 0.432
H -0.995 -2.552 -0.165 -3.21 0.17 -0.16 0.433
H -1.583 2.219 -0.667 -2.05 -0.10 0.22 0.491
```
Positions in Å, forces in eV/Å.


Record 6
A cluster of 3 separate species, C12H34N2O4Si in total, computed with ωB97M-V/def2-TZVPD.

HOMO: -8.16 eV
Strongest force on any atom: 0.0079 hartree/bohr

XYZ file:
```
53
Properties=species:S:1:pos:R:3:forces:R:3:nbo_charge:R:1
C 2.343 -1.287 0.469 0.12 0.04 -0.01 -0.630
C 0.836 -1.449 0.385 -0.22 -0.13 0.04 -0.211
N 0.268 -1.034 -0.904 0.39 0.12 -0.01 -1.058
Si -0.533 0.497 -0.974 -0.05 0.04 0.08 1.280
C -2.193 0.370 -0.046 -0.11 0.05 -0.16 -0.667
N -2.638 -0.963 0.357 -0.01 -0.17 0.18 -0.622
C -3.078 -1.788 -0.758 0.05 0.14 -0.07 -0.412
H 2.640 -0.298 0.115 -0.01 0.02 0.03 0.205
H 2.854 -2.035 -0.141 -0.04 0.03 -0.07 0.201
H 2.689 -1.411 1.495 -0.02 -0.05 0.01 0.231
H 0.559 -2.490 0.587 0.08 0.00 0.04 0.184
H 0.370 -0.861 1.186 0.00 0.06 -0.04 0.174
H 0.951 -1.161 -1.643 -0.17 -0.16 -0.01 0.386
H -0.704 0.858 -2.399 0.03 -0.06 -0.01 -0.194
H 0.285 1.563 -0.316 -0.10 0.02 -0.05 -0.218
H -2.973 0.773 -0.702 0.00 0.10 0.03 0.216
H -2.180 1.034 0.822 0.02 -0.04 0.05 0.220
H -1.913 -1.444 0.872 0.05 0.03 -0.09 0.349
H -4.096 -1.509 -1.043 0.03 0.01 -0.02 0.184
H -2.433 -1.694 -1.642 0.00 -0.04 -0.01 0.172
H -3.087 -2.838 -0.468 -0.03 0.00 0.06 0.200
C -0.950 5.720 -5.876 0.01 0.01 0.01 -0.252
O -1.966 4.747 -6.015 -0.05 0.00 0.02 -0.550
C -1.494 3.414 -5.966 0.09 0.00 -0.02 -0.087
C -1.716 2.777 -4.612 -0.09 -0.03 0.04 -0.089
O -0.966 3.413 -3.595 0.05 0.05 -0.03 -0.552
C -1.724 4.286 -2.784 -0.01 0.00 0.02 -0.252
H -1.442 6.690 -5.833 0.01 0.00 -0.01 0.191
H -0.367 5.569 -4.964 0.00 0.01 0.00 0.177
H -0.270 5.707 -6.734 0.00 -0.02 0.00 0.165
H -0.427 3.379 -6.215 -0.01 0.00 -0.01 0.172
H -2.036 2.838 -6.722 -0.01 0.00 0.00 0.184
H -1.404 1.729 -4.655 0.00 0.00 0.00 0.186
H -2.785 2.800 -4.369 0.01 -0.01 0.00 0.173
H -2.443 3.731 -2.169 0.00 -0.01 -0.01 0.164
H -2.269 5.022 -3.380 0.01 0.01 0.00 0.178
H -1.025 4.799 -2.126 -0.01 0.00 0.01 0.192
C 1.200 -1.576 4.254 -0.03 0.01 0.01 -0.255
O 2.207 -2.423 3.736 -0.01 -0.06 -0.01 -0.558
C 3.381 -2.471 4.527 0.00 0.09 0.04 -0.087
C 3.443 -3.721 5.378 0.00 -0.08 -0.05 -0.087
O 2.409 -3.759 6.343 0.00 0.05 0.02 -0.549
C 1.326 -4.597 5.990 -0.01 0.00 -0.01 -0.252
H 0.301 -1.752 3.664 0.00 0.02 0.00 0.189
H 0.988 -1.795 5.303 -0.01 -0.01 0.00 0.183
H 1.483 -0.522 4.163 0.02 0.00 0.00 0.169
H 3.441 -1.587 5.172 0.01 0.00 -0.01 0.175
H 4.243 -2.457 3.852 0.00 -0.01 -0.01 0.184
H 4.400 -3.740 5.908 0.00 0.00 0.01 0.185
H 3.396 -4.605 4.732 0.01 0.00 0.01 0.173
H 1.630 -5.649 5.971 0.01 0.01 -0.01 0.167
H 0.911 -4.333 5.014 -0.01 0.00 0.00 0.176
H 0.561 -4.467 6.754 0.00 -0.01 0.00 0.192
```
Positions in Å, forces in eV/Å.


Q: The highest HOMO belongs to which entry?
A: C5H13NO


Q: The highest strongest force on any atom belongs to which entry?
A: C3H5F3P


Q: Which of these has the highest HOMO?
A: C5H13NO


Q: Among the records above, which one has the lowest HOMO?
A: C3H5F3P